No. 1
Density functional theory data (ωB97M-V with the def2-TZVPD basis set) for a cluster of 4 separate species, C26H45O10 in total in a non-equilibrium geometry.

Element x y z (Å)
C -1.7842 4.2278 0.9255
C -2.9722 4.2655 -0.2472
C -2.3659 3.6454 -1.6779
C -3.5966 3.7072 -2.7579
C -4.8411 2.6857 -2.4726
C -6.0688 3.3137 -1.5764
O -6.3563 2.3676 -0.4481
C -1.8858 2.1126 -1.3480
C -0.2665 1.8866 -1.2686
C 0.8700 2.5226 -2.2623
C 2.4785 2.1219 -2.0390
C 2.9819 1.0693 -0.8414
C 1.8429 0.4524 0.1732
C 2.1760 -0.5851 1.4070
C 0.2741 0.8634 -0.0695
H -1.7319 3.1604 1.4239
H -1.8737 5.0996 1.7008
H -0.7544 4.3601 0.3384
H -3.3272 5.3958 -0.3975
H -3.8468 3.5880 0.1331
H -4.0380 4.8124 -2.7413
H -3.2111 3.5028 -3.8432
H -4.5551 1.6566 -1.9966
H -5.3116 2.4291 -3.5394
H -7.0567 3.2803 -2.2453
H -5.8780 4.4058 -1.1978
H -6.4308 1.4540 -0.8946
H -2.3234 1.4341 -2.2272
H -2.4302 1.7834 -0.3652
H 0.5566 3.2403 -3.1326
H 3.3486 2.5427 -2.7192
H 4.1033 0.7482 -0.6884
H 2.1760 -1.7015 0.9929
H 1.3508 -0.5241 2.2617
H 3.2581 -0.3539 1.8004
H -0.5372 0.3877 0.6587
C 6.2890 -6.9819 1.2096
C 5.8833 -5.7226 0.4623
O 4.5334 -5.3477 0.7659
C 4.3325 -4.8010 1.9907
O 5.1927 -4.5995 2.8370
O 3.0098 -4.5401 2.1271
C 2.6495 -4.0639 3.4217
H 5.5843 -7.7941 1.0053
H 7.2936 -7.2988 0.9164
H 6.2843 -6.8249 2.2926
H 5.9211 -5.9178 -0.6145
H 6.5682 -4.8906 0.6635
H 3.2360 -3.1812 3.6982
H 2.7786 -4.8609 4.1611
H 1.5934 -3.7815 3.3982
C -6.7318 -1.6306 -6.8938
C -6.0192 -0.6445 -7.8042
O -5.0486 0.1247 -7.0822
C -3.9108 -0.5294 -6.7404
O -3.6477 -1.6959 -6.9988
O -3.1251 0.3238 -6.0397
C -1.9412 -0.2795 -5.5230
H -7.1765 -1.1121 -6.0385
H -7.5182 -2.1607 -7.4381
H -6.0393 -2.3739 -6.4871
H -6.7502 0.0662 -8.2036
H -5.5535 -1.1443 -8.6616
H -1.3590 -0.7577 -6.3181
H -2.2015 -1.0045 -4.7451
H -1.3280 0.5060 -5.0728
C 2.7792 1.9009 8.4939
C 2.5035 1.9354 7.0000
O 3.6330 1.4696 6.2501
C 3.8493 0.1310 6.2766
O 3.1692 -0.6948 6.8700
O 4.9647 -0.1329 5.5538
C 5.3659 -1.5003 5.5965
H 3.6867 2.4651 8.7306
H 1.9397 2.3246 9.0519
H 2.9417 0.8784 8.8485
H 2.3273 2.9715 6.6926
H 1.6055 1.3639 6.7378
H 4.5518 -2.1635 5.2848
H 5.7090 -1.7566 6.6040
H 6.2009 -1.6314 4.9028

Atoms 1-2, force components in eV/Å:
C 0.5 -0.1 -1.3
C 1.1 -0.3 -0.2

The multiplicity is 1. As for the orbital gap: 3.943 eV. Its lowest unoccupied orbital energy is 2.13 eV. Its total charge is -1. For the total energy, the calculation gives -48154.74510 eV.

Results of the Mulliken charge analysis, in e, for atoms 1 through 6: -0.71, -0.47, -0.27, -0.81, -0.11, -0.40

No. 2
Density functional theory data (ωB97M-V with the def2-TZVPD basis set) for a cluster of 10 separate species, C26H46Cl16O6 in total in a non-equilibrium geometry.

Element x y z (Å)
Cl 1.5937 2.2818 -4.2102
C 2.8186 3.2508 -3.5087
C 2.7379 3.2028 -2.0101
Cl 3.8223 1.8503 -1.5335
H 2.7982 4.2876 -3.8445
H 3.8213 2.9572 -3.8193
H 1.7079 3.0294 -1.6984
H 3.2055 4.0462 -1.5021
Cl -2.3354 3.0266 -4.5671
C -4.0655 3.3544 -4.1239
C -4.9198 3.6478 -5.4042
Cl -4.5852 5.3121 -5.8714
H -4.0870 4.1370 -3.3655
H -4.4278 2.4422 -3.6499
H -5.9902 3.4899 -5.2723
H -4.6952 2.9003 -6.1650
Cl 0.8029 5.7500 -0.4457
C -0.9768 5.6778 -0.3000
C -1.7102 6.6129 -1.3266
Cl -3.4453 6.2258 -1.3072
H -1.1735 6.1078 0.6821
H -1.2222 4.6248 -0.4382
H -1.3410 6.5043 -2.3464
H -1.4773 7.6247 -0.9948
Cl -4.0508 -2.2439 -3.5061
C -4.5523 -1.9646 -1.8081
C -5.5425 -2.9506 -1.2438
Cl -7.0249 -3.0294 -2.3518
H -4.8226 -0.9309 -1.5925
H -3.7164 -2.1187 -1.1258
H -5.7818 -2.6456 -0.2251
H -5.2087 -3.9882 -1.2330
Cl 1.5086 3.3422 5.8475
C 1.4826 2.0543 4.5460
C 1.5259 2.6628 3.1660
Cl 0.0401 3.6303 2.7402
H 0.6392 1.3789 4.6892
H 2.3943 1.5033 4.7767
H 1.5355 1.8049 2.4938
H 2.4654 3.1995 3.0342
Cl 1.4356 -1.1528 -3.7269
C 1.8073 -1.9647 -5.2679
C 2.3135 -3.3829 -4.8191
Cl 4.0275 -3.4145 -4.3634
H 2.5516 -1.3475 -5.7712
H 0.8934 -1.9890 -5.8614
H 2.2779 -4.0700 -5.6646
H 1.7675 -3.9153 -4.0404
Cl -2.3097 2.2122 -0.2168
C -1.2093 1.5779 -1.4629
C -0.8172 0.2429 -0.9821
Cl 0.1728 0.3342 0.5361
H -0.3608 2.2287 -1.6741
H -1.8066 1.4435 -2.3647
H -0.3052 -0.3191 -1.7632
H -1.6111 -0.4585 -0.7255
Cl -2.4021 0.8678 3.7004
C -3.9391 1.0151 2.9547
C -4.0015 -0.0766 1.8492
Cl -5.6219 -0.4002 1.3123
H -4.0417 1.9980 2.4948
H -4.7396 0.9520 3.6918
H -3.8121 -1.0481 2.3058
H -3.3186 -0.0618 0.9998
C 5.8655 -3.8279 2.9186
O 5.2542 -2.4857 2.8954
C 4.3321 -2.1958 3.9301
C 3.1951 -1.3107 3.4931
O 3.6246 -0.0147 3.2189
C 3.9782 0.2334 1.8905
H 6.7366 -3.7298 2.2709
H 5.2133 -4.6298 2.5727
H 6.3361 -3.9576 3.8932
H 4.9918 -1.6563 4.6097
H 3.9317 -3.0955 4.3974
H 2.4426 -1.3060 4.2816
H 2.6053 -1.8171 2.7291
H 2.9923 0.2118 1.4262
H 4.6239 -0.5931 1.5935
H 4.4398 1.1950 1.6663
C 0.9003 -3.9385 3.3418
C 0.0479 -3.1308 2.6756
C -0.6155 -3.5712 1.3439
O -1.3097 -2.9662 0.6092
C -0.3804 -5.0525 0.9439
C 0.6436 -5.7258 1.6360
C 1.3925 -5.2141 2.8538
O 2.3145 -5.8234 3.3989
O 0.9397 -6.9991 1.1819
O -0.2921 -1.9116 3.1705
H 1.2512 -3.6932 4.3334
H -0.8829 -5.4587 0.0785
H 1.5484 -7.4655 1.7595
H -0.8187 -1.3897 2.5607

Atoms 1-2, force components in eV/Å:
Cl -0.9 -0.7 -0.9
C 1.5 1.8 0.3

The multiplicity is 1. As for the orbital gap: 7.680 eV. Its lowest unoccupied orbital energy is -1.76 eV. Its total charge is 0. For the total energy, the calculation gives -240349.49253 eV.

Results of the Mulliken charge analysis, in e, for atoms 1 through 6: -0.08, -0.52, 0.43, -0.21, 0.31, 0.35

> Which of these has the lowest total charge?

C26H45O10

> Which of these has the highest orbital gap?

C26H46Cl16O6

> Which of these has the lowest orbital gap?

C26H45O10

> Among the records above, which one has the lowest orbital gap?

C26H45O10